(A)
6
Properties=species:S:1:pos:R:3 method="wB97M-V/def2-TZVPD" gap_ev=10.30 smiles="O=[S@]12=[S@@](=O)(O1)O2" lumo_ev=-0.50
O 1.05 0.01 -0.48
O 1.12 -0.63 1.91
O -1.01 1.09 -1.60
O -1.04 -0.49 0.35
S -0.54 -0.18 -1.18
S 0.42 0.20 1.00

=====

(B)
6
Properties=species:S:1:pos:R:3 method="wB97M-V/def2-TZVPD" gap_ev=10.74 lumo_ev=-1.32
O -1.94 0.42 0.31
O -3.84 -1.09 0.42
O 1.83 -0.73 -0.40
O 3.59 0.98 -0.24
S -3.04 -0.18 -0.37
S 2.38 0.40 0.32

=====

Most favorable structure: (B). The second most favorable one is 0.0416 hartree above it.